# 1
This record from the OMol25 dataset describes one molecule with the formula C5H12ClN3O2. The level of theory is ωB97M-V with the def2-TZVPD basis set.

As for the HOMO energy: -9.1 eV. Its max |F| is 4.5 eV Å⁻¹. The HOMO-LUMO gap is 0.3555 hartree. The charge is 0. For the relative energy (zero: lowest compared OMol25 entry of this formula, charge and spin), the calculation gives 24.1 kcal/mol. Its SMILES is CN[C@@](C)(NCCCl)[N+](=O)[O-].

Element x y z (Å)
C (-2.54587, 1.19511, 0.01653)
N (-1.66486, 0.40335, 0.81438)
C (-0.59318, -0.29699, 0.26730)
C (-0.41805, 0.30229, -1.43177)
N (0.56961, -0.16735, 1.05154)
C (1.85931, -0.55871, 0.46110)
C (2.77719, 0.59487, 0.12939)
Cl (4.48200, 0.05430, 0.12703)
N (-0.94392, -1.80283, 0.06316)
O (-2.05846, -2.02049, -0.37539)
O (-0.08520, -2.58199, 0.29495)
H (-1.90328, 1.90912, -0.53210)
H (-3.06789, 0.52740, -0.71750)
H (-3.20065, 1.66827, 0.60232)
H (-1.82814, 0.03061, 1.69966)
H (-0.40771, 1.32469, -1.31044)
H (0.41989, -0.18868, -1.92301)
H (-1.37850, 0.17125, -2.00429)
H (0.50291, -0.72938, 1.87012)
H (2.33350, -0.92646, 1.35190)
H (1.91613, -1.17807, -0.44774)
H (2.67719, 1.46368, 0.85686)
H (2.55799, 0.80602, -0.86399)


# 2
This record from the OMol25 dataset describes a 2-piece molecular cluster, C2H3N2O2 overall. The level of theory is ωB97M-V with the def2-TZVPD basis set.

As for the HOMO energy (alpha / beta): -2.7 / -1.2 eV. Its max |F| is 7.0 eV Å⁻¹. The HOMO-LUMO gap (alpha / beta) is 0.1777 / 0.1216 hartree. The charge is -1. For the relative energy (zero: lowest compared OMol25 entry of this formula, charge and spin), the calculation gives 125.6 kcal/mol.

Element x y z (Å)
C (0.50305, -0.09501, 0.28326)
C (0.31297, -0.60327, -0.94913)
N (-1.59035, 1.70106, 2.31830)
N (1.41012, -1.07990, -1.60256)
O (1.21267, -1.26716, -2.85646)
O (-2.78404, 1.62825, 2.65191)
H (-0.11029, 0.48215, 1.06952)
H (-0.61360, -0.56408, -1.52394)
H (1.65946, -0.20203, 0.60910)


# 3
This record from the OMol25 dataset describes a 3-piece molecular cluster, C5H5F3NO4 overall. The level of theory is ωB97M-V with the def2-TZVPD basis set.

As for the HOMO energy: -3.0 eV. Its max |F| is 4.7 eV Å⁻¹. The HOMO-LUMO gap is 0.2265 hartree. The charge is -1. For the relative energy (zero: lowest compared OMol25 entry of this formula, charge and spin), the calculation gives 64.8 kcal/mol.

Element x y z (Å)
C (0.80275, -0.83465, 1.35863)
C (-1.57490, 2.33846, 0.08958)
C (-0.09460, -1.81347, 2.16996)
C (0.61536, 0.49321, -0.80218)
C (-0.18940, 0.57538, -1.95468)
N (0.25315, -0.47232, 0.12019)
O (-1.46700, 3.39257, -0.36212)
O (1.94082, -0.43894, 1.72658)
O (-1.84679, 1.26553, 0.45201)
O (1.88807, 1.03371, -0.79700)
F (-0.06940, 1.58960, -2.78437)
F (-1.44429, 0.17571, -1.89534)
F (0.09960, -0.79991, -3.35750)
H (-1.11172, -1.42473, 1.85341)
H (0.16826, -1.72614, 3.15312)
H (-0.01045, -2.90113, 1.82958)
H (-0.61932, -0.89574, -0.07523)
H (2.65986, 0.44286, -0.72464)


# 4
This record from the OMol25 dataset describes one molecule with the formula C6H7P. The level of theory is ωB97M-V with the def2-TZVPD basis set.

As for the HOMO energy (alpha / beta): -7.9 / -7.9 eV. Its max |F| is 3.6 eV Å⁻¹. The HOMO-LUMO gap (alpha / beta) is 0.2761 / 0.2761 hartree. The charge is 0. For the relative energy (zero: lowest compared OMol25 entry of this formula, charge and spin), the calculation gives 96.2 kcal/mol. Its SMILES is C=P1=CC=CC=C1.

Element x y z (Å)
C (-1.00774, 0.11918, 1.30303)
P (-1.82850, -0.04380, -0.23135)
C (-0.71483, -1.37868, -0.88315)
C (0.59523, -1.22599, -0.63030)
C (1.00494, -0.02520, 0.09808)
C (0.58997, 1.24504, -0.47747)
C (-0.69082, 1.32601, -0.77426)
H (-1.15531, -0.58398, 2.05670)
H (-0.95989, 1.12825, 1.65951)
H (-1.03920, -2.15813, -1.52361)
H (1.29884, -2.02399, -0.80396)
H (2.15848, -0.10656, 0.54900)
H (1.22241, 2.08170, -0.67804)
H (-0.96720, 2.16091, -1.36349)


# 5
This record from the OMol25 dataset describes one molecule with the formula C3H3N3O. The level of theory is ωB97M-V with the def2-TZVPD basis set.

As for the HOMO energy: -10.8 eV. Its max |F| is 0.3 eV Å⁻¹. The HOMO-LUMO gap is 0.4041 hartree. The charge is 0. For the relative energy (zero: lowest compared OMol25 entry of this formula, charge and spin), the calculation gives 15.9 kcal/mol. Its SMILES is O=Cn1cncn1.

Element x y z (Å)
O (-0.12956, -2.44736, -0.84734)
C (-0.43889, -1.31120, -1.05772)
N (-0.34469, -0.29526, -0.08602)
C (0.51204, -0.27388, 0.97526)
N (0.77365, 0.95643, 1.31414)
C (0.04574, 1.68266, 0.40588)
N (-0.63540, 0.98051, -0.45597)
H (-0.74772, -0.87522, -2.02114)
H (0.91312, -1.17988, 1.40790)
H (0.07551, 2.76269, 0.36014)


# 6
This record from the OMol25 dataset describes C37H40CdN9O3 as an isolated structure. The level of theory is ωB97M-V with the def2-TZVPD basis set.

As for the HOMO energy: -9.2 eV. Its max |F| is 6.9 eV Å⁻¹. The HOMO-LUMO gap is 0.2332 hartree. The charge is +1. For the relative energy (zero: lowest compared OMol25 entry of this formula, charge and spin), the calculation gives 14.0 kcal/mol.

Element x y z (Å)
Cd (-0.00104, 2.79809, 0.27879)
N (-0.31389, -0.30592, 0.88936)
O (0.00748, 0.84458, 0.95638)
O (0.57064, -1.12772, 0.47262)
O (-1.44562, -0.58727, 1.14294)
N (-2.35025, -1.20719, -1.39165)
C (-3.57804, -0.70757, -1.82278)
C (-3.66274, -1.08920, -3.17895)
C (-2.54659, -1.92532, -3.48253)
C (-1.77470, -1.93870, -2.35351)
H (-2.04362, -1.12456, -0.43288)
H (-4.20652, -0.13671, -1.15529)
H (-4.35176, -0.82478, -3.96745)
H (-2.18993, -2.27676, -4.43944)
H (-0.71869, -2.15466, -2.42136)
N (-4.06261, -5.81410, -0.80252)
C (-4.06170, -6.07614, 0.60251)
C (-3.28740, -5.13039, 1.16452)
C (-2.91804, -4.19281, 0.21822)
C (-3.43268, -4.59624, -1.01240)
H (-4.45914, -6.37144, -1.54565)
H (-4.48302, -6.97300, 1.03209)
H (-3.04111, -5.06077, 2.21375)
H (-2.30367, -3.32095, 0.38799)
H (-3.40838, -4.14957, -1.99540)
N (2.13097, -1.42199, 3.13300)
C (2.42686, -2.64639, 3.72455)
C (3.12840, -2.40843, 4.91359)
C (3.23242, -1.01979, 5.06090)
C (2.62261, -0.39234, 3.93219)
H (1.65340, -1.26536, 2.25693)
H (2.09950, -3.53546, 3.20610)
H (3.37614, -3.24924, 5.54452)
H (3.75835, -0.59483, 5.90305)
H (2.45961, 0.63519, 3.64231)
N (2.06376, 2.59726, -0.34252)
C (2.95795, 1.61955, 0.02477)
C (3.96970, 1.10089, -0.76982)
C (4.13240, 1.55059, -2.11270)
C (3.37379, 2.68255, -2.47465)
C (2.45402, 3.19126, -1.53362)
H (2.73128, 1.11822, 0.95411)
H (4.46818, 0.20556, -0.42876)
H (4.90116, 1.07703, -2.70528)
H (3.55755, 3.10833, -3.45002)
H (1.99822, 4.13956, -1.77727)
N (0.80153, 3.27017, 2.37449)
C (0.35198, 2.68483, 3.54942)
C (0.84920, 2.99457, 4.81048)
C (2.02380, 3.77572, 4.89587)
C (2.53098, 4.33267, 3.73204)
C (1.90835, 4.05625, 2.55277)
H (-0.44200, 1.95449, 3.49841)
H (0.46946, 2.70850, 5.78021)
H (2.45167, 3.85912, 5.88399)
H (3.54211, 4.71165, 3.75189)
H (2.40172, 4.43407, 1.66947)
N (2.38834, -2.05680, -3.00078)
C (2.82494, -2.70988, -4.12266)
C (3.33171, -3.96427, -4.14418)
C (3.52537, -4.53940, -2.84960)
C (3.18926, -3.85456, -1.72039)
C (2.63763, -2.59933, -1.81644)
H (2.57227, -2.19904, -5.04006)
H (3.56636, -4.45687, -5.07621)
H (4.00182, -5.50861, -2.85462)
H (3.45437, -4.22708, -0.74194)
H (2.37233, -2.01358, -0.94873)
N (-1.92182, 3.13252, 1.05261)
C (-3.00477, 2.31637, 0.88020)
C (-4.32153, 2.52195, 1.37303)
C (-4.67794, 3.70203, 2.03971)
C (-3.59470, 4.54736, 2.35088)
C (-2.32197, 4.27267, 1.78324)
H (-2.81346, 1.41395, 0.31856)
H (-5.16095, 1.86654, 1.19354)
H (-5.65100, 3.88605, 2.47063)
H (-3.98134, 5.41399, 2.86650)
H (-1.63850, 5.09625, 1.92807)
N (-0.62848, 2.23407, -1.61113)
C (-1.80041, 2.58493, -2.27795)
C (-2.01989, 2.29217, -3.59742)
C (-1.22862, 1.32261, -4.25198)
C (-0.12184, 0.81700, -3.60050)
C (0.12565, 1.28900, -2.32521)
H (-2.36132, 3.27125, -1.66092)
H (-2.83676, 2.70861, -4.16812)
H (-1.58840, 0.86106, -5.15969)
H (0.41217, -0.03060, -4.00398)
H (0.94943, 0.78453, -1.84220)


# 7
This record from the OMol25 dataset describes C41H44AsF5I2IrNPSb as an isolated structure. The level of theory is ωB97M-V with the def2-TZVPD basis set.

As for the HOMO energy (alpha / beta): -12.1 / -12.1 eV. Its max |F| is 2.1 eV Å⁻¹. The HOMO-LUMO gap (alpha / beta) is 0.1664 / 0.1610 hartree. The charge is +2. For the relative energy (zero: lowest compared OMol25 entry of this formula, charge and spin), the calculation gives 92.0 kcal/mol.

Element x y z (Å)
Ir (0.11953, 0.21477, 0.33974)
I (-1.72089, 1.81764, -0.92562)
C (-3.30102, 2.39960, 0.43331)
I (-4.86876, 0.98908, 0.58601)
H (-3.69770, 3.32075, 0.02291)
H (-2.85333, 2.55201, 1.40583)
C (0.19086, 4.78249, 0.25288)
Sb (1.62407, 3.19061, 0.39047)
C (2.64179, 3.58755, -1.46130)
C (2.94993, 4.09832, 1.81100)
H (0.74061, 5.72372, 0.23420)
H (-0.47093, 4.77063, 1.11855)
H (-0.39056, 4.68315, -0.66129)
H (3.15751, 4.54126, -1.35336)
H (1.90543, 3.64933, -2.26121)
H (3.35838, 2.79994, -1.68497)
H (3.26991, 5.05039, 1.38934)
H (3.80761, 3.45596, 1.99603)
H (2.40834, 4.26261, 2.74113)
C (0.85515, -3.52301, 0.36751)
C (0.41656, -4.94808, 0.77572)
As (-0.77156, -6.09412, -0.34193)
C (-2.50726, -5.86073, 0.53891)
C (-3.64671, -5.56272, -0.19395)
C (-4.88140, -5.45859, 0.43969)
C (-4.97807, -5.67229, 1.80730)
C (-3.84601, -6.01478, 2.53799)
C (-2.61395, -6.11074, 1.90837)
C (-0.42449, -7.83797, 0.46119)
C (-1.41274, -8.79275, 0.22278)
C (-1.36154, -10.02690, 0.84898)
C (-0.29753, -10.33144, 1.68993)
C (0.70817, -9.40324, 1.89822)
C (0.65586, -8.16260, 1.27124)
P (-0.38100, -2.14965, 0.30332)
C (-1.44006, -2.39754, -1.12894)
C (-2.61797, -1.64779, -1.23616)
C (-3.36400, -1.67463, -2.39693)
C (-2.93380, -2.42888, -3.48386)
C (-1.74717, -3.14178, -3.40512)
C (-0.99389, -3.11759, -2.23919)
C (-1.22510, -2.36809, 1.88976)
C (-2.60328, -2.40550, 2.06687)
C (-3.12760, -2.48849, 3.34892)
C (-2.28771, -2.56124, 4.44894)
C (-0.90672, -2.51416, 4.27844)
C (-0.37850, -2.38746, 3.00736)
H (1.37294, -3.53687, -0.59379)
H (1.59054, -3.20202, 1.10874)
H (-0.01933, -4.92208, 1.77566)
H (1.34734, -5.51275, 0.83304)
H (-3.57391, -5.44352, -1.26818)
H (-5.76580, -5.22632, -0.14232)
H (-5.94058, -5.60530, 2.30042)
H (-3.92238, -6.22083, 3.59930)
H (-1.74448, -6.41491, 2.48027)
H (-2.23773, -8.55792, -0.44046)
H (-2.14625, -10.75228, 0.67822)
H (-0.24817, -11.29945, 2.17178)
H (1.53888, -9.64182, 2.54989)
H (1.45703, -7.45247, 1.44048)
H (-2.96067, -1.05283, -0.39823)
H (-4.28710, -1.11034, -2.45105)
H (-3.51510, -2.45146, -4.39701)
H (-1.39252, -3.70990, -4.25434)
H (-0.04210, -3.62269, -2.23396)
H (-3.27233, -2.37563, 1.21603)
H (-4.20130, -2.49079, 3.48478)
H (-2.70773, -2.64747, 5.44341)
H (-0.25167, -2.55410, 5.13981)
H (0.69513, -2.29347, 2.88244)
C (4.89743, -1.79462, -1.18340)
C (4.61871, -0.55492, -0.31581)
C (5.38689, 0.67124, -0.84072)
C (4.96749, -0.82340, 1.16219)
C (3.18509, -0.26797, -0.36907)
N (2.06043, -0.03924, -0.42417)
H (5.96274, -2.01896, -1.14017)
H (4.62705, -1.61540, -2.22417)
H (4.34619, -2.66189, -0.81854)
H (6.45446, 0.45486, -0.80820)
H (5.19333, 1.54772, -0.22110)
H (5.11748, 0.89125, -1.87425)
H (6.02223, -1.09132, 1.22510)
H (4.37864, -1.65053, 1.56236)
H (4.79312, 0.06022, 1.77442)
F (-2.11053, 0.49573, 2.42679)
C (-0.95686, 0.71814, 3.07629)
C (0.22152, 0.72025, 2.35346)
C (1.36335, 1.01838, 3.07202)
F (2.55083, 1.07780, 2.44353)
C (1.35096, 1.28384, 4.42814)
F (2.47850, 1.57606, 5.05612)
C (0.15066, 1.24860, 5.12040)
F (0.11565, 1.50670, 6.40991)
C (-1.01921, 0.96880, 4.43162)
F (-2.18093, 0.94110, 5.06141)


# 8
This record from the OMol25 dataset describes one molecule with the formula C3H6O2. The level of theory is ωB97M-V with the def2-TZVPD basis set.

As for the HOMO energy: -9.9 eV. Its max |F| is 12.1 eV Å⁻¹. The HOMO-LUMO gap is 0.3877 hartree. The charge is 0. For the relative energy (zero: lowest compared OMol25 entry of this formula, charge and spin), the calculation gives 52.7 kcal/mol. Its SMILES is COC(C)=O.

Element x y z (Å)
C (-1.41994, -0.45234, 0.02281)
O (-0.19201, -1.25982, 0.01414)
C (0.89501, -0.62426, -0.04690)
C (0.93041, 0.85281, -0.01616)
O (1.93724, -1.32874, -0.02620)
H (-2.19701, -1.36211, -0.09083)
H (-1.48550, 0.00783, 0.81678)
H (-1.59227, 0.24243, -0.88298)
H (0.44908, 1.46547, -0.85265)
H (0.68186, 1.22731, 0.96350)
H (1.99313, 1.23144, 0.09848)


> The lowest relative energy (zero: lowest compared OMol25 entry of this formula, charge and spin) belongs to which entry?

C37H40CdN9O3